Record 1
# C2H4N2

A cluster of 2 separate species, C2H4N2 in total in a non-equilibrium geometry (ωB97M-V/def2-TZVPD, the Open Molecules 2025 dataset).

XYZ file:
```
8
Properties=species:S:1:pos:R:3:lowdin_charge:R:1
C -1.292 -0.772 -1.129 -0.12
C -0.593 0.133 -0.545 0.05
N 1.011 1.156 2.931 -0.08
N 0.119 0.448 2.682 0.01
H -1.864 -1.606 -0.845 0.03
H -1.515 -0.686 -2.153 0.03
H -0.009 0.280 0.335 -0.04
H 1.473 1.802 2.101 0.11
```

## Properties
- electronic energy (eV) = -5113.4029
- E_HOMO (alpha / beta) (eV) = -8.66 / -8.66
- multiplicity = 1
- frontier orbital gap (alpha / beta) (eV) = 8.594 / 8.757
- charge = 0


Record 2
# C2H4N2

A structure of composition C2H4N2 in a non-equilibrium geometry (ωB97M-V/def2-TZVPD, the Open Molecules 2025 dataset).

XYZ file:
```
8
Properties=species:S:1:pos:R:3:lowdin_charge:R:1
C 0.144 0.952 0.075 -0.18
C -0.823 0.032 0.023 -0.22
N 1.118 -0.088 -0.006 -0.05
N 0.040 -1.037 -0.208 -0.05
H 0.282 2.009 0.090 0.08
H -2.600 0.039 0.393 0.20
H 1.786 -0.063 -0.776 0.11
H 0.054 -1.844 0.410 0.11
```

## Properties
- electronic energy (eV) = -5112.9157
- E_HOMO (eV) = -8.62
- multiplicity = 1
- frontier orbital gap (eV) = 8.924
- charge = 0


Record 3
# C2H4N2O

The molecule C2H4N2O in a non-equilibrium geometry (ωB97M-V/def2-TZVPD, the Open Molecules 2025 dataset).

XYZ file:
```
9
Properties=species:S:1:pos:R:3:lowdin_charge:R:1
C -1.296 0.230 -0.260 -0.07
C 0.109 -0.085 0.150 -0.17
N 1.094 0.246 -0.629 0.00
N 2.384 -0.061 -0.209 -0.06
O 2.436 -0.749 0.824 -0.06
H -1.683 1.036 0.370 0.08
H -1.918 -0.655 -0.108 0.08
H -1.344 0.535 -1.307 0.08
H 0.218 -0.496 1.168 0.12
```

## Properties
- electronic energy (eV) = -7163.0272
- E_HOMO (eV) = -9.96
- SMILES = C/C=N/N=O
- multiplicity = 1
- frontier orbital gap (eV) = 8.865
- charge = 0


Record 4
# C2H4N2O

The molecule C2H4N2O in a non-equilibrium geometry (ωB97M-V/def2-TZVPD, the Open Molecules 2025 dataset).

XYZ file:
```
9
Properties=species:S:1:pos:R:3:lowdin_charge:R:1
H 1.047 -1.641 1.738 0.05
N 0.846 -0.934 1.022 0.08
C -0.359 -0.747 0.605 -0.28
N -0.589 0.171 -0.433 0.02
C 0.326 1.191 -0.829 -0.24
O 0.204 1.705 -2.002 -0.05
H -1.249 -1.217 0.966 0.10
H -1.494 0.088 -0.966 0.16
H 1.269 1.384 -0.101 0.17
```

## Properties
- electronic energy (eV) = -7165.6343
- E_HOMO (eV) = -9.94
- SMILES = [H]/N=C/NC=O
- multiplicity = 1
- frontier orbital gap (eV) = 10.651
- charge = 0